Arrangement i

Formula: C8H12N3
Source: OMol25
Level of theory: ωB97M-V/def2-TZVPD

```
23
Properties=species:S:1:pos:R:3
C 1.109 0.476 1.918
C 0.439 -0.134 0.770
N 0.938 0.030 -0.405
C 1.938 1.093 -0.626
C 0.102 -0.488 -1.358
C -1.000 0.550 -1.766
N -2.115 0.580 -1.157
C -2.626 -0.026 -0.089
C -1.940 -0.653 0.900
C -0.661 -1.388 0.722
N -0.461 -1.697 -0.759
H 0.476 0.654 2.787
H 1.435 1.390 1.530
H 1.996 0.019 2.390
H 1.735 2.065 -0.243
H 2.923 0.736 -0.296
H 2.017 1.175 -1.728
H 0.648 -0.668 -2.275
H -0.704 1.383 -2.366
H -3.623 0.386 0.060
H -2.485 -0.885 1.801
H -0.385 -2.294 1.189
H 0.244 -2.304 -1.000
```

Summary:
charge	+1
SMILES	CC1=[N+](C)[C@@H]2C=NC=C[C@H]1N2

Per-atom Löwdin charges, elementary charge units: C 0.0256; C -0.0839; N -0.0276; C 0.0405; C -0.2997; C 0.0003; N 0.0907; C -0.1255; C -0.0074; C -0.0992; N 0.0846; H 0.1138; H 0.0507; H 0.1359; H 0.1010; H 0.1268; H 0.1194; H 0.1632; H 0.1164; H 0.1253; H 0.1134; H 0.1450; H 0.0906

Arrangement ii

Formula: C8H12N3
Source: OMol25
Level of theory: ωB97M-V/def2-TZVPD

```
23
Properties=species:S:1:pos:R:3
C -1.778 -0.213 1.303
N -1.488 0.077 -0.104
C -2.735 0.082 -0.855
N -0.631 1.165 -0.397
C 0.733 0.735 -0.230
C 1.907 1.462 -0.083
C 3.100 0.680 -0.010
C 3.095 -0.700 -0.140
C 1.880 -1.478 -0.002
C 0.748 -0.684 -0.125
N -0.772 -1.179 -0.401
H -1.463 0.659 1.939
H -2.908 -0.227 1.523
H -1.208 -1.100 1.579
H -3.542 0.621 -0.379
H -2.514 0.384 -1.841
H -3.156 -0.897 -0.944
H -0.683 1.892 0.299
H 2.069 2.524 -0.029
H 4.032 1.223 0.148
H 4.075 -1.122 0.022
H 1.880 -2.523 0.151
H -0.642 -1.381 -1.424
```

Summary:
charge	+1
SMILES	C[N+]1(C)Nc2ccccc2N1

Per-atom Löwdin charges, elementary charge units: C 0.0149; N -0.3565; C 0.0182; N 0.1242; C -0.1868; C 0.0129; C -0.0609; C -0.0476; C 0.0281; C -0.1080; N 0.1049; H 0.1249; H 0.1396; H 0.1107; H 0.1133; H 0.0994; H 0.1118; H 0.1464; H 0.1161; H 0.1190; H 0.1091; H 0.1060; H 0.1604

Arrangement iii

Formula: C8H12N3
Source: OMol25
Level of theory: ωB97M-V/def2-TZVPD

```
23
Properties=species:S:1:pos:R:3
N 1.511 0.528 1.776
C 2.033 0.647 0.521
N 3.233 0.073 0.251
N 1.470 1.361 -0.435
C 0.005 1.657 -0.411
C -0.838 0.405 -0.386
C -0.704 -0.539 -1.402
C -1.461 -1.703 -1.362
C -2.340 -1.906 -0.301
C -2.495 -0.964 0.704
C -1.734 0.201 0.666
H 1.211 -0.428 1.965
H 0.724 1.146 1.930
H 3.431 -0.877 0.509
H 3.941 0.641 -0.177
H 1.734 0.975 -1.332
H -0.203 2.293 0.444
H -0.224 2.248 -1.290
H -0.012 -0.350 -2.211
H -1.349 -2.431 -2.147
H -2.922 -2.814 -0.269
H -3.183 -1.114 1.519
H -1.828 0.950 1.438
```

Summary:
charge	+1
SMILES	NC(N)=[NH+]Cc1ccccc1

Per-atom Löwdin charges, elementary charge units: N 0.2074; C -0.3971; N 0.1889; N 0.1235; C -0.0957; C -0.2438; C -0.0405; C -0.0534; C -0.0623; C -0.0562; C -0.0478; H 0.1455; H 0.1024; H 0.1282; H 0.1306; H 0.1533; H 0.1204; H 0.1360; H 0.1123; H 0.1115; H 0.1119; H 0.1121; H 0.1126

Which of them is most stable, and which least? Most stable: arrangement iii; least stable: arrangement i.

Arrangement i

Formula: C8H12N3
Source: OMol25
Level of theory: ωB97M-V/def2-TZVPD

```
23
Properties=species:S:1:pos:R:3
C -2.389 -2.458 -1.222
C -0.966 -2.787 -1.144
C -2.982 -1.506 -0.368
C -0.290 -1.927 -0.331
C -2.205 -0.804 0.498
C -0.785 -0.876 0.465
C 2.569 1.545 -0.563
C -0.244 0.578 2.244
N 3.264 2.557 -1.062
N 0.164 -0.233 1.130
N 1.305 1.319 -0.557
H -3.042 -2.925 -2.025
H -0.480 -3.648 -1.515
H -4.070 -1.319 -0.450
H 0.779 -2.268 -0.155
H -2.590 -0.003 1.154
H 3.363 0.803 -0.267
H -1.095 1.253 2.087
H -0.235 0.120 3.278
H 0.666 1.211 2.442
H 4.259 2.669 -0.929
H 2.927 3.300 -1.658
H 0.848 2.183 -0.910
```

Summary:
charge	+1

Per-atom Löwdin charges, elementary charge units: C 0.0513; C -0.0001; C -0.0414; C 0.0058; C 0.0392; C -0.3038; C -0.3817; C -0.0937; N 0.0915; N 0.1309; N 0.0693; H 0.1476; H 0.1076; H 0.1372; H 0.1578; H 0.1323; H 0.1378; H 0.0912; H 0.1369; H 0.1003; H 0.1059; H 0.1105; H 0.0676

Arrangement ii

Formula: C8H12N3
Source: OMol25
Level of theory: ωB97M-V/def2-TZVPD

```
23
Properties=species:S:1:pos:R:3
C -2.628 1.181 1.264
C -2.377 2.095 0.209
C -1.782 0.172 1.674
C -1.214 1.852 -0.508
C -0.605 -0.090 0.950
C -0.483 0.741 -0.162
C 0.408 -1.154 1.210
C 1.582 -0.534 -1.030
N 1.477 -0.784 -2.352
N 2.745 0.094 -0.518
N 0.949 -1.621 -0.105
H -3.449 1.450 1.896
H -3.191 2.717 -0.076
H -1.785 -0.366 2.602
H -0.945 2.338 -1.349
H 1.265 -0.807 1.880
H -0.163 -2.004 1.550
H 2.178 -1.311 -2.937
H 0.512 -0.939 -2.685
H 2.578 0.447 0.437
H 2.848 0.951 -1.117
H 1.761 -2.346 0.009
H 0.318 -2.083 -0.840
```

Summary:
charge	+1

Per-atom Löwdin charges, elementary charge units: C -0.0634; C -0.0265; C -0.0346; C -0.0742; C -0.2531; C 0.0662; C -0.0919; C -0.4071; N 0.0931; N 0.1103; N 0.0563; H 0.1053; H 0.1084; H 0.1151; H 0.0696; H 0.1648; H 0.1321; H 0.1485; H 0.1214; H 0.1016; H 0.1372; H 0.2189; H 0.2021

Which of them is most stable, and which least? Most stable: arrangement i; least stable: arrangement ii.

Arrangement i

Formula: C52H47N5O6P2S3Sr
Source: OMol25
Level of theory: ωB97M-V/def2-TZVPD

```
116
Properties=species:S:1:pos:R:3
Sr 0.418 0.171 0.895
O -1.442 -0.297 -2.936
C -1.176 -0.716 -1.630
O -0.013 -0.403 -1.168
C -2.353 -0.261 -0.744
C -3.699 -0.374 -1.090
C -4.646 -0.052 -0.140
C -4.241 0.339 1.139
C -2.889 0.426 1.387
N -1.979 0.162 0.448
C -2.254 0.798 2.707
O -3.013 0.755 3.801
O -1.108 1.168 2.772
H -0.591 -0.387 -3.395
H -3.974 -0.709 -2.080
H -5.699 -0.116 -0.375
H -4.983 0.578 1.890
H -3.849 0.310 3.612
O -1.512 -1.657 2.643
S -1.545 -2.767 3.664
C -0.092 -2.524 4.710
C -0.170 -1.169 5.416
C 1.223 -0.594 5.696
C 1.956 -0.392 4.371
S 2.642 1.216 3.821
O 1.971 1.468 2.491
C 1.912 2.337 4.987
C 2.602 2.576 6.169
C 2.062 3.448 7.101
C 0.854 4.084 6.835
C 0.188 3.850 5.640
C 0.714 2.970 4.703
C -1.003 -4.224 2.798
C -0.938 -5.439 3.466
C -0.512 -6.561 2.775
C -0.175 -6.462 1.430
C -0.267 -5.246 0.773
C -0.685 -4.112 1.455
H 0.770 -2.621 4.048
H -0.075 -3.361 5.411
H -0.739 -1.254 6.344
H -0.699 -0.457 4.777
H 1.796 -1.280 6.323
H 1.113 0.335 6.259
H 1.276 -0.577 3.542
H 2.784 -1.091 4.247
H 3.550 2.086 6.357
H 2.587 3.642 8.026
H 0.440 4.773 7.558
H -0.746 4.354 5.431
H 0.214 2.777 3.765
H -1.216 -5.512 4.511
H -0.446 -7.514 3.283
H 0.161 -7.340 0.895
H -0.004 -5.170 -0.274
H -0.758 -3.157 0.956
C 1.525 2.131 -3.522
C 0.754 2.528 -2.249
P 1.745 2.349 -0.690
C 0.829 3.509 0.441
C -0.560 3.561 0.480
C -1.221 4.436 1.338
C -0.493 5.272 2.165
C 0.897 5.214 2.149
C 1.552 4.335 1.306
C 3.197 3.405 -1.048
C 3.082 4.644 -1.670
C 4.207 5.419 -1.904
C 5.458 4.967 -1.504
C 5.581 3.738 -0.873
C 4.454 2.959 -0.652
P 2.958 0.967 -3.349
C 3.721 1.110 -5.017
C 3.317 1.978 -6.027
C 3.980 2.005 -7.250
C 5.056 1.166 -7.481
C 5.471 0.296 -6.479
C 4.814 0.275 -5.263
C 2.293 -0.738 -3.506
C 2.553 -1.629 -2.465
C 2.187 -2.974 -2.571
C 1.557 -3.431 -3.727
C 1.272 -2.544 -4.758
C 1.638 -1.209 -4.648
H 2.019 3.041 -3.873
H 0.835 1.807 -4.306
H -0.128 1.896 -2.135
H 0.421 3.562 -2.358
H -1.148 2.930 -0.180
H -2.303 4.470 1.342
H -1.001 5.967 2.821
H 1.472 5.854 2.807
H 2.634 4.294 1.315
H 2.108 5.018 -1.964
H 4.108 6.379 -2.394
H 6.337 5.572 -1.687
H 6.554 3.381 -0.563
H 4.547 1.987 -0.182
H 2.473 2.639 -5.884
H 3.647 2.686 -8.023
H 5.568 1.185 -8.434
H 6.312 -0.364 -6.648
H 5.146 -0.408 -4.488
H 3.046 -1.272 -1.568
H 2.402 -3.656 -1.758
H 1.286 -4.485 -3.835
H 0.789 -2.904 -5.657
H 1.462 -0.537 -5.482
N -1.391 -2.256 -1.576
C -1.630 -3.086 -2.378
N -2.024 -3.990 -3.114
C -1.391 -4.817 -3.911
N -0.915 -5.568 -4.644
S 2.931 -3.914 2.717
C 2.244 -2.630 1.980
N 1.732 -1.678 1.526
```

Summary:
charge	0

These are the Löwdin partial charges, in e, on atoms 1 to 99: Sr 1.3515; O 0.0511; C -0.6766; O -0.3325; C -0.1534; C 0.0342; C -0.0188; C 0.0122; C -0.1948; N 0.0561; C -0.4844; O 0.1524; O 0.0087; H 0.0912; H 0.1288; H 0.1158; H 0.1179; H 0.1142; O -0.5287; S 1.0218; C -0.3149; C -0.2202; C -0.1928; C -0.3058; S 1.0262; O -0.6444; C -0.4007; C -0.0950; C -0.0768; C -0.0764; C -0.0614; C -0.0627; C -0.3906; C -0.0903; C -0.0766; C -0.0719; C -0.0617; C -0.0846; H 0.0422; H 0.1022; H 0.1184; H 0.0873; H 0.1199; H 0.0995; H 0.0327; H 0.0774; H 0.1141; H 0.1056; H 0.1037; H 0.1069; H 0.0857; H 0.1084; H 0.1053; H 0.1070; H 0.1049; H 0.0821; C -0.3918; C -0.3850; P 1.0026; C -0.3706; C -0.1097; C -0.0830; C -0.0952; C -0.0805; C -0.0928; C -0.4235; C -0.0952; C -0.0772; C -0.0842; C -0.0775; C -0.1116; P 1.0700; C -0.3765; C -0.0986; C -0.0899; C -0.0951; C -0.0853; C -0.1075; C -0.3915; C -0.1056; C -0.0633; C -0.0981; C -0.0829; C -0.1044; H 0.0602; H 0.0840; H 0.0506; H 0.0785; H 0.0993; H 0.1049; H 0.1024; H 0.1097; H 0.1103; H 0.1087; H 0.1026; H 0.1017; H 0.1037; H 0.1052; H 0.0870

Arrangement ii

Formula: C52H47N5O6P2S3Sr
Source: OMol25
Level of theory: ωB97M-V/def2-TZVPD

```
116
Properties=species:S:1:pos:R:3
Sr -0.093 -0.023 -0.699
O 4.287 0.567 -0.768
C 3.028 -0.036 -0.709
O 2.091 0.695 -0.178
C 2.752 -0.628 -2.133
C 3.756 -0.903 -3.057
C 3.392 -1.428 -4.282
C 2.049 -1.668 -4.563
C 1.114 -1.379 -3.589
N 1.481 -0.886 -2.410
C -0.398 -1.625 -3.709
O -0.847 -2.105 -4.875
O -1.162 -1.425 -2.804
H 4.372 1.042 0.068
H 4.788 -0.708 -2.805
H 4.144 -1.659 -5.025
H 1.780 -2.089 -5.525
H -0.117 -2.241 -5.486
O -0.488 1.970 0.860
S 0.139 2.697 2.030
C 1.584 3.536 1.357
C 1.349 4.692 0.388
C 0.571 4.354 -0.887
C 1.382 3.516 -1.876
S 0.424 2.712 -3.191
O -0.145 1.457 -2.542
C -0.922 3.843 -3.333
C -2.108 3.601 -2.657
C -3.147 4.515 -2.780
C -2.988 5.634 -3.586
C -1.800 5.855 -4.276
C -0.756 4.950 -4.156
C -0.924 4.063 2.372
C -2.111 4.196 1.677
C -2.956 5.259 1.987
C -2.604 6.155 2.982
C -1.411 5.999 3.687
C -0.567 4.943 3.391
H 2.107 2.701 0.880
H 2.166 3.853 2.227
H 2.331 5.096 0.122
H 0.815 5.488 0.910
H 0.264 5.283 -1.369
H -0.338 3.817 -0.620
H 1.851 2.652 -1.392
H 2.153 4.102 -2.382
H -2.212 2.713 -2.046
H -4.068 4.353 -2.232
H -3.804 6.339 -3.684
H -1.690 6.724 -4.911
H 0.173 5.105 -4.692
H -2.378 3.478 0.915
H -3.892 5.346 1.450
H -3.265 6.978 3.224
H -1.146 6.692 4.475
H 0.357 4.810 3.943
C -0.085 -3.292 2.097
C 0.779 -3.959 1.011
P 0.186 -3.362 -0.647
C 1.220 -4.305 -1.833
C 2.601 -4.383 -1.655
C 3.405 -4.991 -2.610
C 2.844 -5.520 -3.764
C 1.470 -5.443 -3.954
C 0.666 -4.838 -2.998
C -1.415 -4.250 -0.709
C -2.587 -3.497 -0.711
C -3.830 -4.122 -0.706
C -3.908 -5.505 -0.707
C -2.744 -6.268 -0.700
C -1.509 -5.643 -0.697
P 0.167 -1.456 2.160
C -1.218 -0.980 3.280
C -2.523 -1.238 2.856
C -3.609 -0.878 3.635
C -3.409 -0.240 4.854
C -2.120 0.047 5.272
C -1.030 -0.319 4.489
C 1.622 -1.270 3.260
C 1.930 -2.141 4.303
C 3.037 -1.922 5.110
C 3.852 -0.819 4.890
C 3.543 0.069 3.870
C 2.439 -0.159 3.061
H 0.086 -3.734 3.078
H -1.141 -3.448 1.862
H 0.698 -5.046 1.058
H 1.830 -3.688 1.146
H 3.064 -3.973 -0.766
H 4.473 -5.049 -2.444
H 3.472 -5.999 -4.505
H 1.020 -5.860 -4.847
H -0.405 -4.793 -3.158
H -2.541 -2.413 -0.731
H -4.730 -3.522 -0.705
H -4.875 -5.993 -0.719
H -2.802 -7.349 -0.692
H -0.606 -6.245 -0.691
H -2.701 -1.698 1.890
H -4.612 -1.081 3.282
H -4.257 0.038 5.467
H -1.956 0.557 6.213
H -0.030 -0.077 4.830
H 1.296 -2.993 4.515
H 3.262 -2.610 5.914
H 4.728 -0.659 5.505
H 4.170 0.935 3.697
H 2.215 0.518 2.244
N -2.476 0.084 -0.182
C -3.440 0.697 0.047
N -4.570 1.244 0.363
C -4.751 2.526 0.139
N -4.977 3.653 -0.039
S 5.156 -2.945 1.319
C 4.065 -2.003 0.621
N 3.201 -1.370 0.116
```

Summary:
charge	0

These are the Löwdin partial charges, in e, on atoms 1 to 99: Sr 1.2658; O 0.0458; C -0.6588; O -0.2915; C -0.1537; C 0.0304; C -0.0220; C 0.0065; C -0.1868; N 0.0414; C -0.4532; O 0.1489; O 0.0423; H 0.1132; H 0.1248; H 0.1161; H 0.1148; H 0.0930; O -0.6286; S 0.9971; C -0.3150; C -0.2018; C -0.2180; C -0.2915; S 1.0370; O -0.6681; C -0.4175; C -0.0570; C -0.0478; C -0.0671; C -0.0779; C -0.0941; C -0.3983; C -0.0572; C -0.0556; C -0.0731; C -0.0803; C -0.0942; H 0.0608; H 0.0944; H 0.1200; H 0.1081; H 0.1205; H 0.0850; H 0.0711; H 0.0993; H 0.1053; H 0.0782; H 0.1063; H 0.1041; H 0.1098; H 0.0839; H 0.0826; H 0.1038; H 0.1036; H 0.1109; C -0.3862; C -0.3726; P 1.0453; C -0.3583; C -0.0874; C -0.0771; C -0.0922; C -0.0864; C -0.1072; C -0.3802; C -0.0988; C -0.0676; C -0.0831; C -0.0799; C -0.0995; P 1.0404; C -0.3498; C -0.1117; C -0.0745; C -0.0877; C -0.0856; C -0.0902; C -0.3792; C -0.0848; C -0.0781; C -0.0852; C -0.0782; C -0.1179; H 0.0723; H 0.0640; H 0.0838; H 0.0521; H 0.0631; H 0.1068; H 0.1001; H 0.1030; H 0.1089; H 0.0657; H 0.1084; H 0.1020; H 0.1021; H 0.1088; H 0.0819

Which of them is most stable, and which least? Most stable: arrangement ii; least stable: arrangement i.